(1)
The following is a DFT calculation (ωB97M-V/def2-TZVPD) of C4H2HgO2 as an isolated structure.

Output
HOMO (alpha / beta) = -0.48647 / -0.53236 Ha
Expectation value of S² = 0.7770
Energy above the lowest of the compared OMol25 structures with the same formula, charge and spin = 0.0 kcal per mole
Multiplicity = 2
Total charge = +1
HOMO-LUMO gap (alpha / beta) = 7.485 / 7.323 eV

```
9
Properties=species:S:1:pos:R:3:forces:R:3
H -1.860 -1.452 1.037 0.07 1.33 0.87
C -1.748 0.342 -1.038 -0.82 -1.61 -0.06
C -0.832 -0.481 -0.442 0.29 3.06 -0.47
O -2.574 1.000 -1.479 1.25 -0.22 0.22
O 2.953 0.965 0.162 0.42 0.38 0.50
C -0.988 -0.777 0.865 0.17 -2.71 -0.81
H -0.127 -0.859 1.534 -0.35 0.08 -0.01
C 3.634 1.576 0.829 0.07 0.05 0.05
Hg 1.542 -0.314 -1.468 -1.11 -0.37 -0.29
```
Positions in Å, forces in eV/Å.



(2)
The following is a DFT calculation (ωB97M-V/def2-TZVPD) of C13H16IrN2PSe as an isolated structure.

Output
HOMO (alpha / beta) = -0.28477 / -0.43555 Ha
Expectation value of S² = 8.7926
Energy above the lowest of the compared OMol25 structures with the same formula, charge and spin = 20.1 kcal per mole
Multiplicity = 6
Total charge = +1
HOMO-LUMO gap (alpha / beta) = 4.847 / 5.781 eV

```
34
Properties=species:S:1:pos:R:3:forces:R:3
C 1.592 2.064 6.931 0.03 -0.11 -0.33
H 1.137 1.534 -1.713 -0.27 -0.68 -0.38
H -3.064 0.886 5.097 0.26 -0.13 -0.17
H 2.859 1.782 5.155 -0.20 0.12 0.29
C -0.297 0.636 5.597 -1.01 0.43 -0.53
H 0.173 2.954 -0.111 0.26 -0.57 0.19
C 0.090 0.036 -2.933 1.09 0.66 0.63
H 1.217 -2.461 -0.048 -0.47 0.34 -0.73
C -0.668 1.136 6.840 0.71 0.11 0.18
H -0.938 2.348 1.616 0.86 -0.25 -0.09
C -0.525 0.043 3.418 0.53 -0.40 1.49
H -1.681 0.968 7.206 0.43 0.18 0.14
H -2.715 -0.728 5.722 0.01 -0.03 -0.23
C 0.320 1.866 7.510 -0.30 -0.39 -0.21
H -3.064 -0.507 3.980 0.21 0.10 0.33
C 1.897 1.609 5.636 0.30 0.07 0.55
H 0.094 0.633 -3.847 -0.02 -0.23 0.13
C 0.600 0.571 -1.767 0.23 1.30 -1.21
P 0.074 1.812 0.745 -0.04 1.45 0.22
H -0.839 -1.729 -3.798 -0.09 0.27 0.32
C 0.744 -1.763 -0.774 1.95 -3.43 0.01
N 0.762 0.475 3.638 -0.39 -0.01 -0.61
H 0.091 2.293 8.488 0.18 -0.14 -0.29
H 1.413 0.692 2.877 -0.37 -0.44 0.65
H 1.341 1.904 1.431 -0.36 0.90 0.18
C -0.106 -2.155 -1.822 0.45 -0.12 -0.27
C -0.380 -1.289 -2.912 -0.56 -1.51 -0.46
H 2.345 2.609 7.509 -0.28 -0.20 -0.35
Ir -0.274 -0.256 -0.227 -3.15 2.07 0.66
H -0.505 -3.191 -1.837 0.35 0.68 -0.14
C -2.579 -0.070 4.860 -0.40 -0.21 0.15
N -1.156 0.114 4.622 0.07 0.11 -0.80
C 0.913 0.892 4.976 -0.26 0.12 -0.35
Se -1.475 -0.575 1.835 0.24 -0.06 1.04
```
Positions in Å, forces in eV/Å.



(3)
The following is a DFT calculation (ωB97M-V/def2-TZVPD) of a 6-piece molecular cluster, C33H58BrO24P5 overall.

Output
HOMO = -0.34788 Ha
SMILES = O=C(Br)Cc1ccc2c(c1)C(=O)c1ccc(CCO)cc1C2=O.COP(=O)(OC)OC.COP(=O)(OC)OC.COP(=O)(OC)OC.COP(=O)(OC)OC.COP(=O)(OC)OC
HOMO-LUMO gap = 8.684 eV

```
121
Properties=species:S:1:pos:R:3:forces:R:3
C 8.383 0.277 -1.598 0.07 -0.01 0.00
H -2.805 3.790 12.364 -0.02 -0.01 0.00
H -5.087 -4.289 8.897 0.03 0.02 0.00
H 8.821 1.202 -1.974 -0.01 -0.01 -0.03
O -2.196 8.234 -5.255 -0.04 -0.02 -0.06
O 6.894 2.068 -3.705 0.03 0.13 0.07
C 5.230 -5.243 -1.050 -0.01 0.08 0.23
O -4.352 1.127 9.270 -0.10 0.03 -0.04
H -1.893 -2.747 5.207 0.01 0.00 0.06
O -3.441 2.844 10.661 -0.05 0.05 -0.06
O -1.899 -4.487 6.376 0.04 -0.05 0.06
H -1.791 -4.287 4.313 -0.01 -0.01 0.00
C -0.236 -5.449 -1.613 -0.07 -0.07 0.06
H 1.715 5.025 -5.599 -0.04 -0.04 0.01
H 4.449 -7.203 -0.740 0.24 -0.10 0.10
H -3.221 4.049 -6.219 -0.05 0.08 0.06
H -1.489 4.396 -6.332 -0.05 -0.07 0.03
O -0.360 -6.343 -2.417 0.19 0.22 -0.20
H 1.136 -0.257 -7.943 0.00 0.02 0.00
H 1.034 4.189 -4.189 0.00 -0.01 -0.02
C 2.753 -5.373 1.422 0.09 0.11 -0.01
O -2.080 2.074 8.668 0.02 -0.03 0.06
H -4.463 -5.686 4.362 0.00 0.02 0.00
H -2.860 -2.062 -3.445 0.01 0.03 0.01
H -3.555 -0.688 8.552 0.04 -0.02 0.06
H -2.567 4.788 -7.696 -0.02 0.04 0.01
C -2.484 4.743 -6.609 0.12 -0.17 -0.06
H 1.201 -4.571 2.690 0.01 0.00 0.03
C 1.469 -4.931 1.705 -0.13 -0.15 -0.16
H -5.410 -6.214 5.770 0.00 0.01 0.01
C 3.798 1.787 -3.114 -0.05 0.06 0.11
H -3.633 3.331 8.033 0.00 -0.02 0.01
C -4.375 -0.004 8.367 -0.01 0.11 0.01
H -1.984 3.984 7.905 0.00 -0.01 0.01
H 6.488 2.150 0.692 0.01 0.00 -0.01
H 0.243 2.496 -8.755 -0.01 -0.01 0.02
O -2.800 1.002 0.289 -0.04 -0.10 -0.12
O -4.400 -4.433 5.987 -0.01 0.04 0.06
H 1.738 -1.186 -6.553 0.02 0.01 0.01
H -4.292 -0.895 -0.317 -0.22 0.09 -0.15
O 0.183 2.638 -6.701 -0.29 -0.16 0.06
O -1.469 -4.537 1.968 0.16 0.25 0.02
H -3.639 -6.376 5.775 0.01 0.02 0.01
O 6.221 2.510 -1.317 0.03 -0.01 -0.05
H -1.497 3.060 11.414 -0.01 -0.03 0.02
P -2.964 1.544 9.885 -0.03 -0.03 0.04
H -1.440 -4.079 -3.657 -0.01 -0.04 0.02
H 5.286 1.095 -0.084 0.00 0.00 -0.02
C -3.593 -0.761 -1.142 0.39 -0.30 0.29
P 6.287 1.469 -2.522 -0.01 -0.02 -0.04
H 2.363 -6.280 -1.813 -0.07 -0.02 -0.03
C -2.773 -2.022 -1.302 -0.09 -0.06 -0.08
H 6.306 -5.312 -0.879 0.03 -0.10 -0.13
C -2.476 -2.548 -2.557 -0.02 0.02 0.09
C 4.504 -6.274 -0.172 -0.11 0.30 -0.24
O 2.295 3.034 -5.419 0.12 -0.12 -0.04
C 1.198 -0.293 -6.857 -0.01 -0.08 0.01
H -2.532 2.728 6.777 0.01 -0.01 0.00
H 2.756 4.628 -4.214 0.04 -0.04 -0.02
O -2.744 6.041 -6.052 -0.01 0.09 0.02
Br -1.244 0.749 -1.954 -0.09 0.05 -0.10
H -4.135 -5.241 10.051 0.02 0.00 0.00
O -2.239 0.552 10.671 0.13 0.02 -0.08
H 8.485 0.237 -0.514 -0.02 0.01 0.00
H 4.903 2.801 0.229 0.01 0.01 -0.01
C -2.278 -2.648 -0.162 -0.05 -0.07 -0.03
H 4.925 -4.236 -0.752 0.03 0.02 0.00
H 4.494 -4.708 -2.789 0.02 0.04 0.00
C -2.442 3.600 11.357 0.03 0.02 0.05
H 4.215 2.598 -3.707 0.05 -0.04 -0.06
H 5.090 -6.425 0.734 -0.09 -0.11 0.08
C -2.692 0.380 -0.714 0.09 0.23 0.13
O -0.431 6.362 -4.921 0.12 0.03 -0.11
C -1.381 9.367 -4.917 0.03 0.07 0.05
O 4.829 0.884 -2.671 -0.03 -0.09 0.04
C 1.916 4.295 -4.818 0.02 0.10 0.03
C 3.101 -5.841 0.155 -0.23 -0.07 0.05
O 6.993 0.176 -1.938 -0.05 -0.04 0.06
C 0.834 -5.437 -0.569 0.09 0.12 0.18
H -4.327 0.364 7.343 0.02 -0.02 0.00
O 4.964 -5.462 -2.427 -0.07 -0.05 -0.04
H -1.689 9.719 -3.936 -0.02 -0.02 0.01
H -1.546 10.151 -5.654 -0.01 -0.02 -0.01
H -0.323 9.106 -4.887 -0.01 -0.03 0.02
O -3.332 -5.174 8.167 0.02 -0.07 -0.05
H -1.671 7.309 -9.105 0.02 -0.01 0.01
C 5.692 2.106 -0.050 -0.03 0.01 0.05
H -5.082 -6.068 8.794 0.01 0.00 -0.02
O -0.876 7.298 -7.211 0.03 -0.03 0.06
P -3.265 -4.067 7.041 0.02 0.04 0.01
C 0.705 3.081 -7.960 0.03 0.06 -0.03
P -1.468 6.933 -5.777 -0.11 0.03 0.02
H 3.095 1.226 -3.719 0.08 -0.14 0.04
H -4.109 -0.502 -2.064 -0.02 0.06 -0.01
O 0.428 1.543 -4.426 -0.20 0.02 -0.06
O 1.938 0.847 -6.398 0.19 0.11 0.00
C -2.596 3.089 7.802 -0.01 0.02 -0.06
C -4.483 -5.187 9.023 -0.04 0.00 0.07
C -1.154 -4.271 -1.546 -0.01 0.03 0.19
C -1.676 -3.673 -2.682 -0.07 -0.09 0.02
C -1.479 -3.756 5.210 0.02 0.04 -0.10
C 2.116 -5.888 -0.834 0.03 -0.13 0.12
H 0.445 4.132 -8.086 0.00 0.01 0.02
H 0.195 -0.318 -6.431 0.01 0.00 0.03
H 1.787 2.971 -8.011 0.01 0.00 0.03
O -3.393 -2.679 7.480 -0.13 -0.06 -0.15
C 0.510 -4.945 0.702 -0.01 -0.04 -0.15
H -2.754 7.972 -7.862 0.00 -0.02 0.02
H -1.344 8.908 -8.407 0.01 0.00 0.01
C -1.465 -3.763 -0.279 0.04 0.06 -0.25
H -2.292 4.547 10.840 -0.01 -0.01 -0.01
H -2.502 -2.247 0.820 -0.02 -0.07 0.03
C -0.872 -4.430 0.919 -0.03 -0.05 0.03
H 3.504 -5.334 2.202 0.04 -0.05 -0.01
H 3.275 2.189 -2.246 0.02 0.00 0.00
H -5.317 -0.522 8.522 -0.01 0.01 0.03
C -1.719 7.908 -8.197 -0.02 0.03 -0.05
C -4.475 -5.759 5.448 -0.01 -0.04 -0.06
P 1.148 1.975 -5.621 0.02 0.27 -0.18
H -0.395 -3.697 5.238 0.00 -0.02 0.05
H 8.900 -0.569 -2.044 -0.02 -0.01 -0.01
```
Positions in Å, forces in eV/Å.



Number 1: strongest force on any atom 0.0605 hartree/bohr. Number 2: strongest force on any atom 0.0767 hartree/bohr. Number 3: strongest force on any atom 0.0111 hartree/bohr.